No. 1
DFT (ωB97M-V/def2-TZVPD) results for a 6-piece molecular cluster, C20H48Br2NO6 overall.

## Properties
**Charge**: -1
**Energy**: -6445.034161 hartree
**E_LUMO**: 1.97 eV
**Kohn-Sham gap**: 0.1648 Eh
**Highest occupied orbital energy**: -2.5 eV

Each line ends with the Mulliken charge.
Cartesian coordinates (Å):
C  3.05  -1.69  0.32  -0.762
C  3.08  -3.14  0.68  0.335
Br  3.21  -4.37  -0.83  -0.322
C  3.04  -3.60  1.96  0.207
Br  3.12  -5.57  2.21  -0.281
N  2.96  -2.77  2.97  -0.558
C  2.92  -3.37  4.29  -0.812
C  4.33  -3.72  4.80  -0.330
O  4.95  -2.48  5.20  -0.534
H  2.17  -1.49  -0.30  -0.010
H  3.07  -1.07  1.20  0.315
H  3.94  -1.50  -0.29  0.247
H  2.21  -4.20  4.41  0.386
H  2.56  -2.58  4.97  0.323
H  4.31  -4.38  5.67  0.314
H  4.94  -4.15  4.00  0.257
H  4.99  -1.99  4.36  0.264
C  6.52  1.01  5.82  -0.903
C  7.58  1.06  4.73  0.302
C  6.94  1.11  3.35  -1.014
O  8.43  -0.08  4.83  -0.565
H  5.91  0.11  5.72  0.111
H  6.99  0.97  6.81  0.296
H  5.86  1.88  5.79  0.345
H  8.21  1.94  4.87  0.280
H  6.34  0.21  3.17  0.152
H  7.71  1.14  2.58  0.307
H  6.30  1.98  3.24  0.350
H  7.89  -0.86  4.71  0.363
C  -1.64  0.49  -0.30  -0.886
C  -0.57  0.64  -1.36  0.305
C  -1.18  0.78  -2.75  -1.117
O  0.30  -0.48  -1.32  -0.483
H  -2.24  -0.41  -0.47  0.258
H  -1.19  0.38  0.69  0.067
H  -2.32  1.35  -0.28  0.355
H  0.04  1.52  -1.14  0.224
H  -1.75  -0.11  -3.00  0.200
H  -0.39  0.88  -3.50  0.356
H  -1.83  1.65  -2.81  0.335
H  -0.22  -1.27  -1.51  0.301
C  -1.55  0.20  5.09  -1.446
C  -1.22  0.81  3.73  0.530
C  -0.28  1.99  3.87  -1.282
O  -2.43  1.22  3.08  -0.521
H  -2.05  0.93  5.72  0.360
H  -2.24  -0.64  4.97  0.351
H  -0.65  -0.15  5.59  0.350
H  -0.77  0.05  3.09  0.315
H  -0.74  2.78  4.47  0.338
H  -0.05  2.42  2.89  0.311
H  0.66  1.69  4.35  0.379
H  -2.85  1.89  3.63  0.331
C  -6.29  0.72  -1.61  -1.486
C  -5.22  0.86  -2.68  0.763
C  -5.83  1.01  -4.06  -1.335
O  -4.36  -0.27  -2.65  -0.459
H  -6.89  -0.18  -1.79  0.347
H  -5.83  0.61  -0.62  0.349
H  -6.95  1.59  -1.59  0.382
H  -4.60  1.73  -2.46  0.223
H  -6.42  0.12  -4.32  0.349
H  -5.05  1.10  -4.82  0.188
H  -6.48  1.88  -4.12  0.374
H  -4.89  -1.06  -2.84  0.290
C  -3.06  1.91  -7.70  -1.221
C  -4.22  0.97  -7.95  0.461
C  -4.22  0.45  -9.38  -1.392
O  -5.46  1.64  -7.69  -0.537
H  -3.12  2.78  -8.36  0.329
H  -3.08  2.28  -6.68  0.313
H  -2.10  1.42  -7.87  0.371
H  -4.17  0.13  -7.26  0.312
H  -4.32  1.27  -10.09  0.343
H  -5.06  -0.23  -9.55  0.340
H  -3.29  -0.09  -9.60  0.370
H  -5.52  2.38  -8.29  0.333

No. 2
DFT (ωB97M-V/def2-TZVPD) results for a 2-piece molecular cluster, C3H7OS overall.

## Properties
**ΔE to the lowest compared entry with this formula, charge and spin**: 1.030 eV
**Charge**: -1
**Energy**: -591.930412 hartree
**E_LUMO**: 4.18 eV
**Kohn-Sham gap**: 0.2556 Eh
**Highest occupied orbital energy**: -2.8 eV

Each line ends with the natural charge from an NBO analysis.
Cartesian coordinates (Å):
C  -2.46  -0.31  -0.63  -0.733
S  -1.94  0.68  0.80  -0.677
H  -1.98  -1.24  -0.76  0.177
H  -3.63  -0.52  -0.73  0.161
H  -2.19  0.33  -1.51  0.180
C  2.70  0.12  -0.01  -0.609
C  1.40  0.27  0.32  0.180
O  0.82  -0.58  1.19  -0.740
H  3.23  0.91  -0.61  0.182
H  3.31  -0.56  0.58  0.185
H  0.85  1.14  -0.06  0.189
H  -0.09  -0.24  1.41  0.504

No. 3
DFT (ωB97M-V/def2-TZVPD) results for C35H34FIrN5O5S2 as an isolated structure.

## Properties
**ΔE to the lowest compared entry with this formula, charge and spin**: 0.000 eV
**Charge**: +1
**Energy**: -3004.510557 hartree
**E_LUMO**: -3.22 eV
**Kohn-Sham gap**: 0.1638 Eh
**Highest occupied orbital energy**: -7.7 eV

Each line ends with the Mulliken charge.
Cartesian coordinates (Å):
Ir  -1.91  -0.74  -1.33  2.138
S  -3.34  0.55  -0.03  -0.542
C  -3.58  -0.36  1.45  0.712
C  -4.23  0.22  2.54  -0.759
C  -4.40  -0.50  3.71  -0.586
C  -3.92  -1.80  3.81  -0.565
C  -3.27  -2.38  2.73  -0.747
C  -3.10  -1.67  1.55  0.436
S  -2.36  -2.45  0.16  -0.605
H  -4.60  1.23  2.46  0.400
H  -4.91  -0.04  4.55  0.373
H  -4.06  -2.36  4.72  0.373
H  -2.90  -3.40  2.80  0.422
F  0.80  0.23  4.74  -0.348
C  1.48  0.22  3.57  0.232
C  0.78  0.09  2.41  -0.596
C  1.46  0.02  1.19  0.430
C  0.69  -0.15  -0.04  1.579
O  -0.55  -0.11  0.09  -0.950
C  1.44  -0.36  -1.23  -0.316
C  2.80  -0.27  -1.16  -0.452
N  3.52  -0.01  -0.04  0.247
C  4.96  0.02  -0.10  -0.216
C  5.67  1.32  0.16  -0.460
C  5.61  0.75  -1.23  -0.991
C  2.86  0.09  1.18  -0.233
C  3.55  0.27  2.38  -0.795
C  2.88  0.33  3.59  -1.167
N  3.64  0.53  4.78  0.250
C  2.98  0.90  6.03  -0.749
C  4.07  1.26  7.05  -0.726
N  5.30  1.65  6.28  -0.159
C  5.90  0.43  5.64  -0.745
C  4.74  -0.38  5.03  -0.641
C  0.90  -0.67  -2.63  0.222
O  1.71  -0.64  -3.55  -0.768
O  -0.35  -0.91  -2.76  -0.620
H  -0.30  0.01  2.42  0.737
H  3.37  -0.41  -2.07  0.752
H  5.43  -0.89  0.25  0.409
H  6.61  1.28  0.69  0.309
H  5.06  2.19  0.36  0.244
H  6.50  0.32  -1.66  0.257
H  4.96  1.26  -1.93  0.346
H  4.63  0.38  2.36  0.806
H  2.36  0.11  6.45  0.440
H  2.34  1.77  5.85  0.515
H  4.36  0.42  7.67  0.344
H  3.78  2.09  7.69  0.386
H  5.98  2.14  6.85  0.328
H  5.00  2.26  5.52  0.373
H  6.44  -0.12  6.41  0.368
H  6.61  0.77  4.88  0.432
H  4.44  -1.19  5.71  0.297
H  5.07  -0.85  4.11  0.485
O  -4.58  3.10  -6.68  -0.490
C  -3.87  3.77  -5.66  -0.594
C  -3.39  2.77  -4.65  0.196
C  -2.64  3.18  -3.55  -1.022
C  -2.23  2.25  -2.63  -0.389
N  -2.51  0.95  -2.76  -0.353
C  -3.22  0.53  -3.80  0.443
C  -3.69  1.42  -4.77  -0.542
C  -3.48  -0.92  -3.85  0.640
C  -4.12  -1.52  -4.92  -0.671
C  -4.25  -2.90  -4.97  0.648
C  -4.92  -3.55  -6.15  -0.856
O  -4.32  -3.17  -7.38  -0.502
C  -3.70  -3.63  -3.93  -0.922
C  -3.09  -2.97  -2.88  -0.185
N  -3.00  -1.64  -2.82  -0.094
H  -4.87  3.75  -7.33  0.310
H  -4.50  4.51  -5.15  0.331
H  -2.99  4.29  -6.06  0.330
H  -2.39  4.23  -3.41  0.424
H  -1.66  2.52  -1.75  0.484
H  -4.27  1.09  -5.61  0.675
H  -4.50  -0.92  -5.74  0.392
H  -5.95  -3.22  -6.22  0.324
H  -4.93  -4.64  -6.02  0.353
H  -3.41  -3.49  -7.40  0.324
H  -3.75  -4.71  -3.92  0.383
H  -2.68  -3.53  -2.05  0.459

No. 4
DFT (ωB97M-V/def2-TZVPD) results for C26H20AsClN4O8S2Ti as an isolated structure.

## Properties
**ΔE to the lowest compared entry with this formula, charge and spin**: 1.469 eV
**⟨S²⟩**: 0.783
**Multiplicity**: 2
**Charge**: -1
**Energy**: -6165.770406 hartree
**E_LUMO (spin up / spin down)**: 1.74 / 1.64 eV
**Kohn-Sham gap (spin up / spin down)**: 0.2146 / 0.2341 Eh
**Highest occupied orbital energy (spin up / spin down)**: -4.1 / -4.7 eV

Each line ends with the natural charge from an NBO analysis.
Cartesian coordinates (Å):
Ti  0.30  0.18  -0.12  1.629
N  2.50  -2.86  -2.52  -0.801
C  2.55  -2.22  -1.31  0.259
S  3.93  -1.40  -0.85  -0.312
N  1.51  -2.53  -0.51  -0.433
N  0.99  -1.71  0.38  -0.217
C  0.47  -2.23  1.48  0.149
C  0.65  -3.66  1.82  0.002
C  1.21  -4.03  3.04  -0.225
C  1.49  -5.37  3.31  -0.225
C  1.22  -6.34  2.36  -0.217
C  0.64  -5.98  1.15  -0.206
C  0.35  -4.65  0.88  -0.185
C  -0.27  -1.31  2.30  0.213
C  -1.02  -1.72  3.41  -0.246
C  -1.76  -0.80  4.11  -0.146
C  -1.74  0.54  3.71  -0.271
C  -0.99  0.87  2.61  0.089
N  -0.27  -0.01  1.91  -0.472
H  3.15  -2.51  -3.21  0.402
H  1.59  -3.14  -2.86  0.380
H  1.46  -3.27  3.77  0.212
H  1.93  -5.64  4.26  0.205
H  1.46  -7.38  2.56  0.205
H  0.42  -6.73  0.41  0.208
H  -0.12  -4.36  -0.05  0.239
H  -1.03  -2.77  3.67  0.234
H  -2.37  -1.10  4.95  0.214
H  -2.31  1.29  4.23  0.219
H  -0.97  1.89  2.25  0.216
Cl  1.61  7.11  1.24  -0.033
C  1.03  5.54  0.76  -0.066
C  -0.19  5.44  0.10  -0.238
C  -0.67  4.18  -0.23  -0.241
C  0.05  3.02  0.06  0.317
O  -0.46  1.84  -0.24  -0.702
C  1.33  3.14  0.69  -0.142
C  2.15  2.01  0.90  0.237
O  1.86  0.82  0.52  -0.609
C  1.78  4.43  1.06  -0.207
H  -0.74  6.33  -0.16  0.220
H  -1.63  4.08  -0.73  0.226
H  3.12  2.16  1.37  0.164
H  2.73  4.53  1.57  0.218
O  -1.30  -1.88  -2.80  -1.008
As  -2.11  -0.67  -1.80  2.460
O  -3.66  -1.14  -1.77  -1.151
O  -1.39  -0.66  -0.28  -1.081
C  -1.98  1.07  -2.70  -0.427
C  -3.20  1.68  -2.94  -0.187
C  -3.25  2.96  -3.48  -0.217
C  -2.07  3.63  -3.77  -0.208
C  -0.85  3.03  -3.52  -0.218
C  -0.81  1.76  -2.99  -0.202
S  0.83  1.06  -2.78  2.417
O  1.25  0.68  -4.11  -0.943
O  1.64  2.02  -2.10  -0.935
O  0.62  -0.18  -1.94  -0.978
H  -0.34  -1.73  -2.73  0.496
H  -4.10  1.12  -2.71  0.257
H  -4.21  3.42  -3.68  0.211
H  -2.10  4.63  -4.19  0.212
H  0.09  3.54  -3.73  0.238